No. 1
Below is C4H2O2 in the gas phase at a distorted geometry, with properties calculated with the ωB97M-V functional and the def2-TZVPD basis.

Bonds (Å) are listed after each position.
Element x y z (Å)
1 O 2.82 -0.10 0.08  C2 1.178
2 C 1.64 -0.04 0.00  O1 1.178, C3 1.423, C4 1.425
3 C 0.41 -0.74 0.18  C2 1.423, C4 1.567, C5 1.488
4 C 0.50 0.73 -0.37  C2 1.425, C3 1.567, C5 1.480
5 C -0.79 -0.01 -0.31  C3 1.488, C4 1.480, O6 1.345, H7 1.306
6 O -1.84 0.29 0.47  C5 1.345, H8 0.970
7 H -1.18 -0.52 -1.45  C5 1.306
8 H -1.57 0.37 1.40  O6 0.970

Properties
- ΔE to the lowest compared entry with this formula, charge and spin (kJ/mol) = 281.10
- Kohn-Sham gap (eV) = 10.1
- 2S+1 = 1
- HOMO (eV) = -10.55
- SMILES = O=c1c2c1C2O
- DFT total energy (hartree) = -303.902746
- max |F| (eV Å⁻¹) = 4.79
- net charge = 0

=====

No. 2
Below is C3H7N3O in the gas phase at a distorted geometry, with properties calculated with the ωB97M-V functional and the def2-TZVPD basis.

Bonds (Å) are listed after each position.
Element x y z (Å)
1 O 2.91 -0.57 -0.31  N2 1.171
2 N 2.29 0.42 -0.27  O1 1.171, N3 1.649
3 N 0.90 0.26 0.59  N2 1.649, C4 1.400, N7 1.366
4 C 0.28 -1.00 0.57  N3 1.400, C5 1.626, H8 1.121, H9 1.230
5 C -1.18 -0.61 -0.03  C4 1.626, C6 1.505, H10 1.110, H11 1.032
6 C -1.02 0.81 -0.50  C5 1.505, N7 1.448, H12 1.137, H13 1.064
7 N 0.03 1.29 0.37  N3 1.366, C6 1.448, H14 1.071
8 H 0.27 -1.50 1.57  C4 1.121
9 H 0.98 -1.78 -0.09  C4 1.230
10 H -1.99 -0.51 0.73  C5 1.110
11 H -1.55 -1.23 -0.77  C5 1.032
12 H -0.55 0.69 -1.53  C6 1.137
13 H -1.81 1.51 -0.35  C6 1.064
14 H 0.44 2.21 0.02  N7 1.071

Properties
- ΔE to the lowest compared entry with this formula, charge and spin (kJ/mol) = 531.77
- Kohn-Sham gap (spin up / spin down) (eV) = 8.2 / 8.2
- 2S+1 = 1
- HOMO (spin up / spin down) (eV) = -7.78 / -7.78
- SMILES = O=NN1CCCN1
- DFT total energy (hartree) = -357.847333
- max |F| (eV Å⁻¹) = 4.95
- net charge = 0

=====

No. 3
Below is 2 unconnected molecules or ions with the total composition C9H11FN2O3 at a distorted geometry, with properties calculated with the ωB97M-V functional and the def2-TZVPD basis.

Bonds (Å) are listed after each position.
Element x y z (Å)
1 C 2.41 1.12 0.83  C2 1.346, C3 1.422, H16 1.034
2 C 1.13 0.70 0.82  C1 1.346, N11 1.443, H17 1.067
3 C 3.52 0.38 0.33  C1 1.422, N10 1.440, O12 1.176
4 C 1.89 -1.46 -0.11  N10 1.335, N11 1.461, O13 1.218
5 C -1.57 -1.72 -0.14  C6 1.542, C7 1.431, H18 1.180, H19 1.108
6 C -1.86 -0.22 0.06  C5 1.542, C7 1.493, C8 1.466, C9 1.541
7 C -0.53 -0.85 0.32  C5 1.431, C6 1.493, N11 1.339
8 C -2.53 0.27 1.27  C6 1.466, H20 1.082, H21 1.114, H22 1.039
9 C -2.01 0.64 -1.20  C6 1.541, O14 1.410, H23 1.182, H24 1.110
10 N 3.13 -0.98 0.07  C3 1.440, C4 1.335, H25 1.017
11 N 0.79 -0.61 0.33  C2 1.443, C4 1.461, C7 1.339
12 O 4.62 0.75 0.14  C3 1.176
13 O 1.58 -2.52 -0.61  C4 1.218
14 O -1.13 0.59 -2.30  C9 1.410, H26 0.974
15 F 0.80 2.11 -1.25  no bonds
16 H 2.55 2.12 1.04  C1 1.034
17 H 0.46 1.43 1.21  C2 1.067
18 H -2.02 -2.56 0.55  C5 1.180
19 H -1.43 -2.08 -1.18  C5 1.108
20 H -2.57 -0.50 2.04  C8 1.082
21 H -3.50 0.68 0.92  C8 1.114
22 H -2.12 1.03 1.84  C8 1.039
23 H -2.11 1.75 -0.81  C9 1.182
24 H -2.97 0.38 -1.69  C9 1.110
25 H 3.80 -1.50 -0.49  N10 1.017
26 H -0.31 1.02 -2.00  O14 0.974

Properties
- ΔE to the lowest compared entry with this formula, charge and spin (kJ/mol) = 271.26
- Kohn-Sham gap (eV) = 6.3
- 2S+1 = 1
- HOMO (eV) = -8.70
- DFT total energy (hartree) = -784.494088
- max |F| (eV Å⁻¹) = 3.82
- net charge = 0

=====

- Which formula does entry 2 have?
  C3H7N3O